[1]
Here is a 5-piece molecular cluster, C4H19N2O5 overall at a distorted geometry from OMol25. Energies are from ωB97M-V/def2-TZVPD.

Largest force on an atom   0.0540 Eh/bohr
Net charge   +1
Calculated total energy   -17668.2309 eV

CARTESIAN COORDINATES (ANGSTROEM)
O  -1.9189  0.2381  0.6812
C  -0.8800  0.8140  0.9418
N  -0.6422  2.0679  0.4570
C  0.5282  2.9008  0.7985
C  0.3368  0.0335  1.4323
N  0.3887  -1.3197  0.7896
C  1.0629  -2.2582  1.7131
H  -1.4239  2.6780  0.2696
H  0.3136  3.4890  1.6830
H  1.4699  2.3623  0.8136
H  0.7222  3.5005  -0.0811
H  1.2346  0.5929  1.2326
H  0.2875  -0.0863  2.5113
H  0.7826  -1.3158  -0.1593
H  -0.6258  -1.5389  0.7248
H  0.7025  -2.2634  2.7429
H  2.0759  -1.8911  1.8664
H  0.9071  -3.2819  1.3868
H  1.5362  2.9177  -2.4543
H  0.1728  2.3774  -2.5252
O  0.9339  2.3671  -1.9320
H  -1.7519  -1.3924  -3.3099
H  -1.8390  -0.7856  -2.0015
O  -2.1865  -1.5603  -2.4642
H  1.1038  0.5988  -1.6414
H  2.3619  -0.2650  -1.7930
O  1.4713  -0.2956  -1.4839
H  -2.6091  -3.5117  0.3748
H  -2.3921  -2.4605  -0.7341
O  -2.1230  -2.7113  0.1603

[2]
Here is a 4-piece molecular cluster, C4H19N3O3 overall at a distorted geometry from OMol25. Energies are from ωB97M-V/def2-TZVPD.

Largest force on an atom   0.0581 Eh/bohr
Net charge   +2
Calculated total energy   -15054.1130 eV

CARTESIAN COORDINATES (ANGSTROEM)
C  -0.7192  -1.7853  -1.3840
C  -1.3239  -0.5184  -0.8251
C  -0.8521  0.7659  -1.4929
N  -0.7235  2.9534  1.4257
C  -0.3558  2.2429  0.3963
N  -1.1599  1.9491  -0.6072
N  0.7184  -1.9526  -0.9191
H  -0.5701  -1.8159  -2.4677
H  -1.3724  -2.6423  -1.1808
H  -2.3930  -0.6076  -0.9535
H  -1.2727  -0.5838  0.2649
H  0.1322  0.8243  -1.9543
H  -1.5432  1.0515  -2.3467
H  -0.1813  3.0810  2.2783
H  -1.6224  3.3965  1.5230
H  0.6345  1.7440  0.3867
H  -2.1468  2.2143  -0.6759
H  1.3632  -2.2581  -1.6755
H  0.7653  -2.5506  -0.0684
H  1.0864  -1.0203  -0.6936
H  3.0215  1.6705  -0.8504
H  3.1513  1.2180  -2.3269
O  2.5435  1.2581  -1.5808
H  -0.5735  -0.9835  4.0682
H  -0.8472  -2.2460  3.2880
O  -0.5749  -1.3248  3.1637
H  0.9056  -1.5332  2.0929
H  2.3900  -1.2086  1.7621
O  1.5203  -1.3385  1.3529

[3]
Here is C4H19NO5 as an isolated structure at a distorted geometry from OMol25. Energies are from ωB97M-V/def2-TZVPD.

Largest force on an atom   0.1511 Eh/bohr
Calculated total energy   -16178.2973 eV

CARTESIAN COORDINATES (ANGSTROEM)
O  1.8025  1.5469  1.1249
H  1.7440  2.3721  1.6064
H  2.6325  1.1627  1.4070
O  1.8471  0.5501  -0.8427
H  2.4725  1.1399  -1.2636
H  1.7506  0.8962  0.0446
O  4.6126  0.9667  -1.0371
H  4.7771  1.7164  -1.6090
H  4.9375  0.2131  -1.5298
O  3.9011  1.1822  0.8703
H  4.0516  0.9189  -0.0375
H  4.7366  1.5531  1.1543
C  -2.9791  -1.5903  1.4343
C  -3.3929  -0.8578  0.1590
C  -2.5032  0.1278  -0.4679
O  -1.5069  -0.6244  -1.0894
C  -0.2378  -0.1998  -0.6791
N  -3.8592  -1.8864  -0.7557
H  -2.8035  -0.8637  2.2275
H  -2.0844  -2.2088  1.5062
H  -3.8777  -2.0967  1.7866
H  -4.2999  -0.3160  0.4272
H  -2.1835  0.7777  0.3466
H  -3.0375  0.6424  -1.2665
H  0.0065  -0.3762  0.3684
H  -0.0644  0.8352  -0.9741
H  0.5765  -0.8166  -1.0594
H  -3.8995  -2.8344  -0.4096
H  -3.1193  -1.9304  -1.4418

[4]
Here is a 6-piece molecular cluster, C4H19NO5 overall at a distorted geometry from OMol25. Energies are from ωB97M-V/def2-TZVPD.

Largest force on an atom   0.1160 Eh/bohr
Calculated total energy   -16182.2784 eV
SMILES   C=C(N)CC.O.O.O.O.O

CARTESIAN COORDINATES (ANGSTROEM)
C  -0.6332  -1.1327  0.1731
C  0.4961  -0.4462  0.0036
N  1.7662  -1.1794  -0.1182
C  0.5982  0.8989  -0.3962
C  -0.4629  1.4281  -1.3149
H  -1.6101  -0.6251  -0.0891
H  -0.6081  -2.1980  0.5811
H  2.4153  -0.9833  -0.9095
H  1.6028  -2.2286  -0.1373
H  1.6480  1.2167  -0.8270
H  0.5376  1.6426  0.4675
H  -0.5018  0.9132  -2.3251
H  -1.5163  1.3809  -0.8584
H  -0.2877  2.4398  -1.6184
O  0.1941  -2.7449  -2.6382
H  0.3097  -2.1347  -1.8932
H  0.8955  -2.4017  -3.2282
O  -0.0966  0.8460  2.9539
H  0.9038  0.8563  2.6602
H  -0.0506  1.3576  3.7180
O  -2.4891  -0.7097  -2.7366
H  -1.7710  -0.3496  -2.1767
H  -2.1935  -1.6031  -2.6484
O  2.4072  0.4123  2.3495
H  2.3740  -0.4315  2.9109
H  2.6544  0.1521  1.4802
O  -1.7890  2.3712  1.4612
H  -1.7412  3.3079  1.6614
H  -1.2273  2.0571  2.1472

no.,HOMO-LUMO gap (eV)
1,10.6
2,11.8
3,8.2
4,9.2